# C3H5Cl3

2 unconnected molecules or ions with the total composition C3H5Cl3 (ωB97M-V/def2-TZVPD, the OMol25 dataset).

Positions of all 11 atoms, in Å:
C 1.455 0.272 1.385
C 2.073 0.056 0.239
Cl 2.649 1.317 -0.780
Cl 2.336 -1.520 -0.396
H 1.105 -0.548 1.985
H 1.301 1.269 1.756
C -2.034 -0.175 -0.847
Cl -3.806 -0.111 -0.737
H -1.764 -0.740 -1.735
H -1.660 0.842 -0.914
H -1.654 -0.663 0.045

## Properties
E_HOMO = -10.01 eV
Net charge = 0
HOMO-LUMO gap = 10.6 eV
Energy relative to the best compared isomer or geometry (same formula, charge and spin) = 23.00 kcal/mol



# C8H13NOS

C8H13NOS in the gas phase at a distorted geometry (ωB97M-V/def2-TZVPD, the OMol25 dataset).

Positions of all 24 atoms, in Å:
C 0.141 0.151 -0.916
C -0.224 -0.962 -0.262
C -0.838 1.285 -1.062
C -1.739 -1.022 -0.226
C 2.314 -0.647 0.688
C 1.892 -1.960 -0.066
C -2.069 0.598 -0.412
C -2.282 1.128 1.043
N 2.527 0.288 -0.288
O 0.421 -2.056 0.133
S 2.970 1.806 0.096
H -0.567 2.113 -0.467
H -0.901 1.589 -2.154
H -2.217 -1.501 -1.096
H -2.192 -1.453 0.743
H 1.491 -0.324 1.364
H 3.189 -0.964 1.412
H 2.018 -1.882 -1.108
H 2.347 -2.844 0.401
H -2.996 0.702 -0.912
H -1.185 1.371 1.418
H -2.700 0.346 1.591
H -2.754 2.074 1.173
H 3.352 2.164 -1.090

## Properties
E_HOMO (spin up / spin down) = -7.82 / -8.07 eV
Net charge = 0
HOMO-LUMO gap (spin up / spin down) = 7.6 / 8.5 eV
Energy relative to the best compared isomer or geometry (same formula, charge and spin) = 127.87 kcal/mol



# C9H11N2

A gas-phase ion, C9H11N2 (charge +1) at a distorted geometry (ωB97M-V/def2-TZVPD, the OMol25 dataset).

Positions of all 22 atoms, in Å:
C 1.196 2.795 -0.042
C 0.857 2.893 -1.355
C 1.241 1.587 0.591
C 0.485 1.797 -2.109
C 0.898 0.372 -0.075
C 0.633 0.736 -1.322
C -2.015 -2.476 -0.688
C 0.971 -0.999 0.460
C -1.205 -1.400 1.783
N -0.337 -1.557 0.616
N -0.874 -1.879 -0.517
H 1.552 3.716 0.495
H 0.804 3.829 -1.977
H 1.545 1.651 1.660
H 0.256 1.720 -3.221
H -2.550 -3.055 0.087
H -2.249 -2.787 -1.711
H 1.546 -1.577 -0.443
H 1.597 -1.152 1.414
H -2.123 -0.815 1.584
H -1.587 -2.518 2.117
H -0.640 -0.880 2.654

## Properties
E_HOMO (spin up / spin down) = -12.08 / -12.08 eV
Net charge = +1
HOMO-LUMO gap (spin up / spin down) = 5.7 / 5.7 eV
Energy relative to the best compared isomer or geometry (same formula, charge and spin) = 153.15 kcal/mol



- What is the energy relative to the best compared isomer or geometry (same formula, charge and spin) in the first record?
  23.00 kcal/mol



- Look up the net charge of the second one.
  0



- energy relative to the best compared isomer or geometry (same formula, charge and spin) of number 3 (C9H11N2)?
  153.15 kcal/mol